1.
Below is a single C2H3ClFN molecule in a non-equilibrium geometry, with properties calculated with the ωB97M-V functional and the def2-TZVPD basis.

```
8
Properties=species:S:1:pos:R:3:mulliken_charge:R:1
H 0.5990 -1.6832 1.0363 0.257
N 0.3563 -0.6456 1.0209 -0.500
C 1.1791 -0.0398 0.2335 0.467
Cl 2.5967 -0.7607 -0.4109 -0.174
C 0.8627 1.4165 -0.0714 -0.279
F -0.2664 1.8169 0.5166 -0.243
H 0.9161 1.6896 -1.1092 0.277
H 1.7128 2.0900 0.4638 0.195
```

SMILES ... [H]/N=C(\Cl)CF
Highest occupied orbital energy ... -0.395 Ha
HOMO-LUMO gap ... 11.5362 eV
E ... -18851.71299 eV
LUMO ... 0.775 eV
Energy above the lowest of the compared OMol25 structures with the same formula, charge and spin ... 0.00 kJ/mol


2.
Below is a molecular structure, C10H22BrCaCl3N6O2 in a non-equilibrium geometry, with properties calculated with the ωB97M-V functional and the def2-TZVPD basis.

```
45
Properties=species:S:1:pos:R:3:mulliken_charge:R:1
Ca -0.4260 -0.2464 -1.5756 1.565
N 2.2187 0.5479 0.8477 -0.553
C 2.8759 -0.3048 1.8801 0.181
C 3.0886 -1.7383 1.3775 -1.446
C 1.8167 -2.5819 1.2086 -0.078
N 1.0789 -2.2531 -0.0485 -0.342
C 0.9585 -2.5087 2.4829 -1.207
C 0.7552 -1.1131 3.0778 0.080
N -0.1682 -0.3107 2.2209 0.128
C 2.0735 -0.3425 3.1939 -1.099
H 2.7787 0.4975 0.0024 0.278
H 2.2629 1.5198 1.1472 0.251
H 0.4238 0.0082 1.4209 -0.073
H 3.8601 0.1107 2.1105 0.346
H 3.7194 -2.2407 2.1122 0.456
H 3.6469 -1.7291 0.4362 0.428
H 2.1402 -3.6231 1.1250 0.436
H 0.3333 -2.9409 -0.1415 0.307
H 1.7279 -2.4632 -0.8044 0.291
H 1.4672 -3.1033 3.2424 0.463
H -0.0118 -2.9853 2.3133 0.439
H 0.2892 -1.2088 4.0578 0.237
H -0.5131 0.5212 2.6954 0.439
H -0.9744 -0.8424 1.8590 0.324
H 2.6925 -0.8369 3.9423 0.481
H 1.8863 0.6721 3.5595 0.376
C -3.0081 4.1379 0.5158 -0.831
O -1.9994 3.1070 0.5335 -0.326
C -1.8741 2.2475 -0.4472 0.677
O -0.9215 1.4540 -0.4055 -0.524
N -2.7692 2.2460 -1.4444 0.012
N -2.6524 1.2872 -2.4585 -0.585
H -2.8395 4.7164 1.4167 0.237
H -4.0108 3.7101 0.5540 0.368
H -2.8865 4.7788 -0.3570 0.395
H -3.5785 2.8458 -1.4166 0.215
H -2.6897 1.7470 -3.3615 0.265
H -3.4193 0.6241 -2.3970 0.279
Cl 0.0177 -1.2608 -7.1287 -0.040
C -1.0034 -0.3463 -6.0245 0.673
Cl -1.4835 1.2012 -6.7273 -0.046
Cl -2.4473 -1.2922 -5.5416 -0.065
C -0.3052 -0.1128 -4.7683 -0.014
N 0.2002 0.0398 -3.7495 -0.741
Br -2.3304 -1.6344 -0.5360 -0.657
```

Charge ... +2
Highest occupied orbital energy ... -0.548 Ha
HOMO-LUMO gap ... 9.5120 eV
E ... -149801.09796 eV
LUMO ... -5.391 eV
Energy above the lowest of the compared OMol25 structures with the same formula, charge and spin ... 88.52 kJ/mol


3.
Below is 2 unconnected molecules or ions with the total composition C3H8S in a non-equilibrium geometry, with properties calculated with the ωB97M-V functional and the def2-TZVPD basis.

```
12
Properties=species:S:1:pos:R:3:mulliken_charge:R:1
C 0.8113 0.3550 -1.0688 -1.045
C -0.5804 0.4434 -0.3978 -0.220
S 1.4639 -0.0303 2.4505 -0.134
C -0.7663 -0.7396 0.5847 -0.674
H 1.3170 -0.5415 -0.7118 0.311
H 1.4455 1.1859 -0.7615 0.295
H 0.7959 0.2662 -2.1584 0.304
H -1.4747 0.6287 -0.9921 0.408
H -0.4864 1.3177 0.2529 0.228
H -1.7336 -0.5361 1.0551 0.328
H -0.7058 -1.7763 0.2929 0.364
H -0.0865 -0.5730 1.4542 -0.165
```

Highest occupied orbital energy ... -0.349 Ha
HOMO-LUMO gap ... 6.5858 eV
E ... -14072.06168 eV
LUMO ... -2.904 eV
Energy above the lowest of the compared OMol25 structures with the same formula, charge and spin ... 372.42 kJ/mol


4.
Below is a single C3H2FN molecule in a non-equilibrium geometry, with properties calculated with the ωB97M-V functional and the def2-TZVPD basis.

```
7
Properties=species:S:1:pos:R:3:mulliken_charge:R:1
C -0.9954 0.1448 -0.6465 -0.663
C 0.2193 -0.1629 -0.1291 0.469
F 1.0344 -0.9976 -0.8110 -0.233
C 0.9085 0.1712 1.0562 0.219
N 1.5883 0.2650 1.9872 -0.355
H -1.5310 0.4442 0.2230 0.245
H -1.2241 0.1353 -1.6798 0.318
```

SMILES ... C=C(F)C#N
Highest occupied orbital energy ... -0.385 Ha
HOMO-LUMO gap ... 10.2660 eV
E ... -7348.84091 eV
LUMO ... -0.216 eV
Energy above the lowest of the compared OMol25 structures with the same formula, charge and spin ... 84.35 kJ/mol


5.
Below is 2 unconnected molecules or ions with the total composition C3H11N2S2 in a non-equilibrium geometry, with properties calculated with the ωB97M-V functional and the def2-TZVPD basis.

```
18
Properties=species:S:1:pos:R:3:lowdin_spin:R:1
N -1.1945 0.4653 -1.3845 0.193
C -1.0945 1.7177 -0.8291 0.529
N -0.4079 2.0158 0.3321 0.191
H -0.5740 -0.2740 -1.1083 0.010
H -1.5803 0.3034 -2.2901 0.005
H -1.5528 2.5179 -1.3938 0.043
H -0.5210 2.9410 0.6932 0.003
H 0.2690 1.4126 0.7911 0.009
C -1.0294 -0.9317 1.8941 0.003
S 0.2524 -1.9300 1.0594 0.004
S 1.6771 -0.5257 0.6182 0.004
C 2.3076 -1.2621 -0.9095 0.001
H -0.5855 -0.0555 2.3641 0.001
H -1.8311 -0.6498 1.2168 0.000
H -1.4477 -1.5616 2.6787 0.000
H 1.5130 -1.3564 -1.6558 0.001
H 3.0423 -0.5900 -1.3509 0.000
H 2.7572 -2.2369 -0.7255 0.000
```

Highest occupied orbital energy (alpha / beta) ... -0.159 / -0.300 Ha
HOMO-LUMO gap (alpha / beta) ... 5.0039 / 8.7856 eV
E ... -27937.95470 eV
LUMO (alpha / beta) ... 0.677 / 0.633 eV
Expectation value of S² ... 0.753
Energy above the lowest of the compared OMol25 structures with the same formula, charge and spin ... 0.00 kJ/mol
Multiplicity ... 2


6.
Below is a single C12H9NO6S molecule in a non-equilibrium geometry, with properties calculated with the ωB97M-V functional and the def2-TZVPD basis.

```
29
Properties=species:S:1:pos:R:3:mulliken_charge:R:1
N -1.0007 2.2867 0.1709 -0.086
C 0.2461 1.7704 -0.0170 -0.029
C 1.3891 2.5709 -0.2856 -1.284
C 2.6362 1.7771 -0.6610 -0.524
C 2.6822 0.3855 -0.5172 -0.854
C 2.6796 -0.3021 -1.8423 -0.597
C 1.3671 -0.6700 -2.3525 -0.645
C 0.2523 -0.2994 -1.5716 0.055
O -0.8477 -0.2285 -2.1799 -0.596
C 0.3215 0.2139 -0.0598 2.748
C -0.5740 -0.5783 0.9329 -0.346
O -1.7039 -0.8366 0.4291 -0.531
C -0.2130 -0.8459 2.3874 -0.368
S -0.9450 0.7308 3.0967 1.155
O -2.3061 1.0108 2.6403 -0.588
O -0.0969 1.8574 2.9323 -0.550
O -1.0030 0.3537 4.6624 -0.420
O 1.2659 -1.0993 2.6055 -0.423
C 2.1307 -0.5298 1.6155 -0.599
C 1.7231 -0.0192 0.3799 0.540
H -1.8366 1.7200 -0.0385 0.303
H -1.1507 3.2662 0.4057 0.234
H 1.5011 3.5922 -0.2245 0.557
H 3.3878 2.3822 -1.1136 0.442
H 3.6187 -0.6659 -2.2980 0.420
H 1.1994 -1.2340 -3.2650 0.454
H -0.8296 -1.5439 2.7097 0.686
H -1.7384 0.8926 4.9296 0.382
H 3.1911 -0.6114 1.8748 0.467
```

SMILES ... NC1=CC=C2C=CC(=O)[C@]13C(=O)[C@H](S(=O)(=O)O)OC=C23
Highest occupied orbital energy ... -0.280 Ha
HOMO-LUMO gap ... 7.0955 eV
E ... -37192.87770 eV
LUMO ... -0.526 eV


7.
Below is a molecular structure, C23H29N3O2 in a non-equilibrium geometry, with properties calculated with the ωB97M-V functional and the def2-TZVPD basis.

```
57
Properties=species:S:1:pos:R:3:mulliken_charge:R:1
C -4.7593 4.4532 3.1022 -1.158
C -3.4190 4.7396 2.6463 0.412
C -3.0423 5.0707 1.5102 0.257
C -3.7848 5.2365 0.2047 -1.380
H -4.1334 6.2410 0.0009 0.275
H -4.5224 4.4953 0.1872 0.464
H -2.9440 4.9924 -0.6301 0.278
C -1.5414 5.1159 1.1573 -1.175
N -1.0258 4.2566 0.0908 0.701
C -1.0006 2.9684 0.4343 -0.834
H -2.1178 2.6033 0.9828 0.249
C -0.7893 1.9368 -0.7500 -2.256
H -0.7334 1.0529 -0.7162 1.450
H -1.4369 2.3061 -1.4544 0.297
C 0.6378 2.3919 -1.3560 0.520
C 0.8987 3.8900 -1.4793 -1.025
H 1.9006 4.2863 -1.9461 0.297
H 0.1719 4.1422 -2.3302 0.295
C 0.2329 4.7695 -0.2484 -1.124
H 0.4452 5.7608 -0.3976 0.650
H 1.0744 4.4570 0.4451 0.372
H 1.5529 2.0770 -0.3210 0.160
O 0.9941 1.7438 -2.3510 -0.271
C 1.5420 0.4313 -2.3188 0.292
C 1.2990 -0.4235 -1.3813 0.368
C 1.9894 -1.5725 -1.4684 0.325
C 2.4619 -2.1069 -2.8710 -0.762
C 2.0466 -1.3658 -3.7555 -0.282
C 1.8533 -0.1118 -3.6837 -0.618
H 1.6669 0.6255 -4.5724 0.297
H 2.3071 -1.7764 -4.7842 0.255
H 2.6523 -3.2163 -2.9134 0.355
C 2.2090 -2.5010 -0.2476 0.289
O 3.2042 -3.3358 -0.3230 -0.723
N 1.3801 -2.3572 0.6577 -0.069
H 0.3771 -1.8012 0.6967 0.447
C 1.1851 -3.1804 1.7839 -1.107
C 0.5694 -4.2982 1.9256 0.394
N -0.7848 -4.3001 2.4050 -0.505
C -1.6048 -5.3971 2.3816 -0.478
C -1.2261 -6.2732 1.5014 0.026
C 0.0135 -6.5661 0.9950 -0.467
C 0.8239 -5.5027 0.9119 -0.120
H 1.8278 -5.4414 0.3408 0.297
H 0.0312 -7.4488 0.1630 0.242
H -2.1060 -7.0323 1.3168 0.189
H -2.4819 -5.0624 2.7124 0.468
H 2.4282 -3.3543 1.9550 0.370
H 0.8594 -2.5833 2.7470 0.321
H 1.4147 -0.0768 -0.2786 0.380
H -0.3779 2.6842 1.2955 0.537
H -1.3680 6.2129 0.9244 0.396
H -1.0459 5.1396 2.1397 0.443
H -2.5659 4.5416 3.4645 0.123
H -5.3930 4.7232 2.2491 0.357
H -4.9853 5.1240 4.0748 0.262
H -4.9562 3.3438 3.3092 0.246
```

Highest occupied orbital energy ... -0.308 Ha
HOMO-LUMO gap ... 8.4970 eV
E ... -32869.95445 eV
LUMO ... 0.110 eV
Energy above the lowest of the compared OMol25 structures with the same formula, charge and spin ... 1871.82 kJ/mol


8.
Below is a molecular structure, C13H29N5RuS2 in a non-equilibrium geometry, with properties calculated with the ωB97M-V functional and the def2-TZVPD basis.

```
50
Properties=species:S:1:pos:R:3:lowdin_spin:R:1
Ru 0.1319 -0.6071 -0.0772 0.819
C 1.4985 0.0419 -2.6399 0.001
C 2.6979 -0.3176 -1.7898 0.007
N 2.2771 -1.1212 -0.6019 0.057
C 2.8429 -0.7246 0.7004 0.006
C 2.2190 -1.5946 1.7819 -0.002
N 0.8812 -2.1105 1.3571 -0.024
C -0.0901 -2.3431 2.4845 -0.001
C -1.2336 -1.3416 2.4693 0.004
C -2.3005 -1.7371 1.4719 0.008
N -1.7095 -1.9151 0.1103 0.058
C -2.3815 -1.2117 -0.9994 0.019
C -1.6346 -1.5269 -2.2827 -0.001
N -0.1759 -1.7120 -2.0116 -0.022
C 0.7456 -1.2015 -3.0870 -0.002
H 1.8277 0.6177 -3.5053 0.000
H 0.8163 0.6952 -2.0859 0.000
H 3.2045 0.5912 -1.4673 0.000
H 3.3978 -0.9017 -2.3891 0.002
H 2.4608 -2.1053 -0.7765 0.000
H 2.6054 0.3245 0.8679 0.001
H 3.9320 -0.8083 0.7239 0.003
H 2.1035 -1.0012 2.6868 0.000
H 2.8672 -2.4370 2.0282 -0.001
H 1.0074 -2.9740 0.8403 0.000
H 0.4363 -2.2808 3.4355 -0.001
H -0.4859 -3.3552 2.3933 0.000
H -0.8459 -0.3442 2.2438 0.001
H -1.6821 -1.2694 3.4608 0.000
H -3.0785 -0.9744 1.4475 0.000
H -2.7595 -2.6753 1.7859 0.002
H -1.6200 -2.9044 -0.1020 0.000
H -2.3553 -0.1390 -0.7899 0.007
H -3.4355 -1.4856 -1.0916 0.006
H -1.7767 -0.7055 -2.9821 0.000
H -2.0404 -2.4249 -2.7511 -0.001
H 0.0092 -2.6951 -1.8462 0.000
H 0.1713 -0.9793 -3.9848 -0.001
H 1.4541 -1.9920 -3.3374 0.000
S 0.3524 1.7619 0.6533 0.031
C -0.4871 3.2673 0.6213 0.013
N 0.0659 4.3543 1.0771 0.005
C -0.6596 5.6184 0.8832 0.001
C -2.1067 5.2413 0.5529 0.001
S -2.0648 3.5007 -0.0025 0.003
H 0.9936 4.3513 1.4846 0.000
H -0.1902 6.1758 0.0720 0.000
H -0.5944 6.2253 1.7834 0.000
H -2.5293 5.8586 -0.2348 0.000
H -2.7623 5.2923 1.4191 0.000
```

Charge ... +3
Highest occupied orbital energy (alpha / beta) ... -0.669 / -0.669 Ha
HOMO-LUMO gap (alpha / beta) ... 6.5226 / 6.9020 eV
E ... -45626.57618 eV
LUMO (alpha / beta) ... -11.676 / -11.306 eV
Expectation value of S² ... 0.762
Energy above the lowest of the compared OMol25 structures with the same formula, charge and spin ... 254.52 kJ/mol
Multiplicity ... 2